{"formula": "C30H38N5O3Pd", "method": "ωB97M-V with the def2-TZVPD basis set", "symbols": ["Pd", "C", "N", "C", "C", "O", "C", "O", "C", "C", "O", "N", "C", "C", "H", "H", "H", "H", "H", "H", "H", "H", "H", "H", "H", "H", "H", "H", "H", "H", "C", "C", "C", "C", "C", "C", "C", "N", "C", "N", "C", "C", "C", "C", "C", "C", "C", "N", "C", "C", "C", "C", "C", "C", "C", "H", "H", "H", "H", "H", "H", "H", "H", "H", "H", "H", "H", "H", "H", "H", "H", "H", "H", "H", "H", "H", "H"], "positions_angstrom": [[-1.424, -0.773, -0.386], [-2.921, -3.322, -0.173], [-2.089, -2.978, 0.974], [-2.260, -3.957, 2.026], [-2.175, -1.560, 1.316], [-3.169, -0.892, 0.915], [-1.475, -1.261, 2.647], [-0.957, 0.037, 2.830], [-1.913, 1.061, 2.837], [-2.146, 1.626, 1.433], [-1.314, 1.523, 0.553], [-3.331, 2.281, 1.242], [-4.147, 2.794, 2.309], [-3.669, 2.681, -0.102], [-2.592, -4.286, -0.565], [-3.989, -3.390, 0.099], [-2.779, -2.543, -0.939], [-2.109, -4.948, 1.588], [-1.523, -3.815, 2.811], [-3.268, -3.927, 2.478], [-2.190, -1.478, 3.470], [-0.602, -1.910, 2.743], [-2.856, 0.691, 3.261], [-1.509, 1.853, 3.484], [-4.323, 2.046, 3.084], [-3.680, 3.669, 2.781], [-5.113, 3.086, 1.900], [-3.104, 2.047, -0.790], [-4.735, 2.529, -0.276], [-3.421, 3.733, -0.284], [1.824, 2.674, -1.218], [3.070, 2.272, -0.491], [3.777, 3.225, 0.223], [4.906, 2.910, 0.960], [5.354, 1.602, 0.983], [4.680, 0.635, 0.266], [3.533, 0.944, -0.469], [2.948, -0.052, -1.244], [1.501, -0.211, -1.315], [1.104, -0.074, -2.584], [-0.135, -0.168, -3.259], [-1.336, -0.423, -2.574], [-2.454, -0.583, -3.416], [-2.382, -0.519, -4.799], [-1.185, -0.193, -5.412], [-0.049, 0.019, -4.647], [1.227, 0.454, -5.333], [0.829, -0.528, -0.281], [1.420, -0.630, 0.971], [1.710, 0.495, 1.745], [2.347, 0.363, 2.961], [2.697, -0.891, 3.436], [2.355, -2.018, 2.700], [1.721, -1.909, 1.475], [1.293, -3.093, 0.660], [1.676, 3.750, -1.133], [0.945, 2.177, -0.804], [1.882, 2.414, -2.272], [3.424, 4.250, 0.198], [5.423, 3.677, 1.518], [6.223, 1.329, 1.562], [5.025, -0.391, 0.289], [3.388, -0.947, -1.057], [1.881, 0.104, -3.203], [-3.432, -0.767, -2.973], [-3.263, -0.702, -5.408], [-1.130, -0.095, -6.492], [1.036, 0.649, -6.388], [2.004, -0.314, -5.275], [1.615, 1.375, -4.893], [1.398, 1.465, 1.396], [2.587, 1.247, 3.539], [3.213, -0.990, 4.384], [2.607, -3.003, 3.082], [1.355, -4.021, 1.228], [1.913, -3.187, -0.236], [0.257, -2.933, 0.326]], "forces_ev_per_angstrom": [[0.565, 0.139, -0.880], [0.025, 0.289, -0.031], [-0.273, -0.485, 0.113], [-0.107, 0.132, -0.057], [1.962, -0.578, 0.237], [-1.581, 0.678, -0.143], [-0.260, -0.344, 0.003], [-0.238, 0.300, -0.031], [0.126, -0.281, -0.057], [-0.175, 0.339, 0.285], [0.093, 0.630, 0.393], [0.013, -0.195, -0.239], [0.126, -0.055, 0.241], [0.262, -0.104, -0.252], [-0.004, -0.023, -0.056], [0.062, 0.009, -0.092], [-0.239, -0.474, 0.130], [-0.018, 0.003, 0.141], [0.059, -0.062, 0.145], [-0.012, -0.074, 0.034], [0.205, -0.008, -0.057], [-0.151, 0.001, 0.046], [0.089, 0.101, -0.026], [-0.155, 0.006, -0.096], [-0.046, 0.024, -0.020], [-0.175, 0.035, 0.024], [0.019, 0.021, 0.051], [-0.089, 0.176, 0.030], [-0.035, 0.009, 0.047], [-0.001, 0.022, -0.108], [0.026, 0.008, -0.007], [0.009, -0.103, -0.036], [0.068, 0.029, 0.108], [0.082, 0.121, 0.144], [0.033, 0.015, -0.029], [-0.121, -0.048, -0.169], [0.498, 0.666, 0.087], [-0.111, -0.444, -0.265], [0.901, -0.275, 0.567], [0.182, 0.111, -0.626], [-0.884, -0.121, 0.089], [0.039, 0.020, 0.277], [0.114, 0.034, 0.132], [-0.251, -0.026, -0.108], [0.035, 0.045, -0.108], [0.101, 0.017, -0.212], [-0.159, -0.145, 0.075], [-1.176, 0.001, -0.585], [0.710, -0.070, 0.755], [-0.235, -0.250, -0.113], [0.130, 0.085, 0.137], [-0.008, -0.079, 0.124], [0.237, -0.002, 0.205], [-0.262, 0.148, -0.380], [-0.075, 0.109, -0.091], [-0.020, 0.027, -0.014], [-0.146, 0.036, -0.045], [-0.070, 0.010, -0.109], [-0.035, 0.012, 0.020], [0.045, 0.059, 0.029], [0.089, -0.026, 0.053], [-0.020, -0.092, 0.022], [-0.183, 0.073, -0.013], [-0.004, -0.016, 0.347], [0.123, -0.030, 0.043], [-0.002, 0.043, 0.035], [0.023, 0.034, 0.023], [0.018, -0.011, -0.001], [0.114, 0.030, -0.006], [0.110, 0.032, -0.010], [-0.058, 0.083, -0.073], [-0.035, 0.016, -0.003], [-0.036, -0.024, -0.025], [-0.064, -0.004, -0.033], [0.046, -0.045, 0.043], [-0.011, -0.104, -0.068], [0.187, -0.181, 0.041]], "homo_lumo_gap_ev": 5.6, "total_charge": -1, "energy_ev": -48799.154}

{"formula": "C2H8ClN2O2", "method": "ωB97M-V with the def2-TZVPD basis set", "symbols": ["C", "C", "N", "N", "O", "O", "Cl", "H", "H", "H", "H", "H", "H", "H", "H"], "positions_angstrom": [[-2.162, -0.450, -0.194], [0.838, 0.398, 0.309], [-2.818, 0.516, -0.814], [1.547, -0.729, 0.312], [1.600, 1.431, 0.382], [-0.382, 0.521, 0.133], [4.889, -0.192, -0.403], [-1.576, -1.206, -0.701], [-2.456, -0.738, 0.840], [-3.420, 1.149, -0.240], [-2.502, 0.719, -1.785], [1.009, -1.682, 0.279], [4.769, 0.723, 0.563], [2.573, -0.818, 0.531], [0.993, 2.134, 0.011]], "forces_ev_per_angstrom": [[-1.147, 0.323, 0.297], [0.440, -2.157, -0.449], [1.005, -1.088, 0.643], [-0.784, -4.082, 0.563], [-0.324, 3.113, -0.650], [-0.295, 0.007, 0.262], [-0.212, 1.017, 1.177], [-0.299, 0.386, -0.448], [0.332, 0.686, -0.801], [0.804, -0.630, -1.175], [-0.875, 0.198, 1.166], [1.517, 2.751, 0.205], [0.231, -0.981, -1.117], [-1.604, 0.645, -0.533], [1.213, -0.188, 0.858]], "homo_lumo_gap_ev": 10.7, "total_charge": 1, "energy_ev": -21794.721}

{"formula": "C5H11N2", "method": "ωB97M-V with the def2-TZVPD basis set", "symbols": ["C", "C", "C", "C", "C", "N", "N", "H", "H", "H", "H", "H", "H", "H", "H", "H", "H", "H"], "positions_angstrom": [[-1.650, 0.543, 0.406], [1.298, 0.419, 0.738], [0.167, -0.485, 0.491], [1.074, -0.272, -0.599], [1.952, -1.368, -1.108], [-1.592, 1.619, 1.129], [-2.563, 0.202, -0.490], [1.084, 1.499, 0.801], [2.072, -0.102, 1.286], [-0.153, -1.369, 0.847], [0.925, 0.477, -1.271], [2.969, -1.170, -0.862], [1.905, -1.350, -2.194], [1.605, -2.267, -0.637], [-0.725, 1.710, 1.609], [-2.417, 2.017, 1.426], [-2.487, -0.803, -0.712], [-3.465, 0.698, -0.861]], "forces_ev_per_angstrom": [[3.069, -1.790, -1.432], [0.063, -0.928, 0.687], [-3.822, 4.486, -1.506], [0.878, 0.101, 0.483], [-0.470, 0.441, -0.134], [1.010, -1.452, -1.017], [-1.370, -0.555, -0.137], [0.723, -0.712, -0.004], [0.162, 0.864, 0.712], [-0.495, -2.911, 1.583], [-1.137, 1.706, -2.056], [0.859, -0.025, 0.373], [-0.196, -0.618, 0.001], [0.267, -0.905, -0.303], [0.233, 0.498, 0.859], [-1.835, 1.741, 0.833], [-0.293, 0.999, -0.392], [2.354, -0.940, 1.449]], "homo_lumo_gap_ev": 10.7, "total_charge": 1, "energy_ev": -8334.025}